[1]
Molecular formula: C18H19N3O3S
Method: DFT, the ωB97M-V functional and the def2-TZVPD basis

XYZ file:
```
44
C18H19N3O3S, DFT the ωB97M-V functional and the def2-TZVPD basis
C -2.78 -1.28 -2.04
C -2.04 -1.57 -0.69
N -0.97 -0.61 -0.54
C 0.19 -0.96 0.12
N 0.43 -2.13 0.80
S 1.51 -3.35 0.27
C 2.64 -2.64 -0.90
O 2.24 -3.87 1.45
O 0.62 -4.43 -0.29
C 1.02 0.12 0.25
C 2.20 0.32 1.09
C 2.23 -0.12 2.42
C 3.37 0.12 3.24
C 4.45 0.85 2.72
C 4.42 1.21 1.35
C 3.38 0.90 0.53
C 0.43 1.09 -0.60
O 0.79 2.17 -0.87
N -0.90 0.78 -0.99
C -2.06 1.63 -0.92
C -2.36 2.60 -1.78
C -3.55 3.31 -1.74
C -4.38 3.16 -0.69
C -4.07 2.21 0.35
C -2.83 1.47 0.20
H -2.12 -1.03 -2.81
H -3.34 -2.10 -2.43
H -3.37 -0.37 -1.85
H -2.75 -1.57 0.20
H -1.55 -2.57 -0.85
H -0.47 -2.54 0.95
H 2.05 -2.20 -1.73
H 3.24 -1.95 -0.36
H 3.25 -3.35 -1.43
H 1.36 -0.69 2.93
H 3.27 -0.31 4.20
H 5.33 1.09 3.37
H 5.31 1.69 0.85
H 3.37 1.30 -0.52
H -1.54 2.66 -2.53
H -3.67 4.12 -2.46
H -5.21 3.82 -0.54
H -4.68 2.08 1.19
H -2.46 0.91 1.07
```

- Spin multiplicity: 1
- Orbital gap: 0.31063 Eh
- Charge: 0
- Energy relative to the best compared isomer or geometry (same formula, charge and spin): 6.348 eV
- E_LUMO: 0.486 eV
- E_tot: -1485.3540 a.u.
- E_HOMO: -8.0 eV

=====

[2]
Molecular formula: C12H20NO7
Method: DFT, the ωB97M-V functional and the def2-TZVPD basis

XYZ file:
```
40
C12H20NO7, DFT the ωB97M-V functional and the def2-TZVPD basis
C 3.54 0.00 -0.90
C 2.86 -1.29 -1.41
C 1.84 -1.85 -0.45
O 1.86 -3.00 -0.09
O 0.92 -1.00 0.03
C 0.28 -0.14 -0.95
C -0.96 0.44 -0.33
C -1.79 1.32 -1.32
N -1.17 1.68 -2.58
C -0.14 2.71 -2.65
C 0.20 3.34 -1.33
O 0.94 2.90 -0.50
O -0.42 4.55 -1.15
C -3.06 0.46 -1.63
O -3.90 0.42 -0.72
O -3.03 -0.16 -2.71
H 3.00 0.37 -0.03
H 4.58 -0.17 -0.65
H 3.47 0.78 -1.65
H 2.33 -1.05 -2.33
H 3.58 -2.07 -1.65
H 0.99 0.63 -1.26
H 0.04 -0.74 -1.83
H -1.58 -0.40 -0.01
H -0.68 0.97 0.58
H -2.16 2.21 -0.81
H -0.99 0.86 -3.14
H -0.45 3.51 -3.33
H 0.80 2.31 -3.06
H -0.76 4.58 -0.24
C -0.83 -2.62 2.59
C -0.80 -1.63 3.72
O -0.38 -0.50 3.59
C -1.31 -2.12 5.06
H -0.44 -2.16 1.69
H -0.22 -3.49 2.84
H -1.86 -2.95 2.42
H -0.72 -2.97 5.40
H -2.36 -2.42 4.97
H -1.24 -1.32 5.80
```

- Spin multiplicity: 1
- Orbital gap: 0.26676 Eh
- Charge: -1
- Energy relative to the best compared isomer or geometry (same formula, charge and spin): 0.000 eV
- E_LUMO: 2.879 eV
- E_tot: -1050.7563 a.u.
- E_HOMO: -4.4 eV

=====

[3]
Molecular formula: C2H5NS2
Method: DFT, the ωB97M-V functional and the def2-TZVPD basis

XYZ file:
```
10
C2H5NS2, DFT the ωB97M-V functional and the def2-TZVPD basis
C -0.35 -0.27 -0.28
C 1.38 1.12 1.04
N 0.46 0.24 0.68
S -0.76 -0.73 1.52
S 0.19 -1.49 -1.46
H -2.71 -0.18 -0.91
H -3.23 0.04 -1.46
H 1.61 1.13 2.11
H 1.98 1.55 0.17
H 1.43 -1.41 -1.42
```

- Spin multiplicity: 1
- Orbital gap (alpha / beta): 0.27268 / 0.27292 Eh
- Charge: 0
- Energy relative to the best compared isomer or geometry (same formula, charge and spin): 5.758 eV
- E_LUMO (alpha / beta): -0.317 / -0.314 eV
- E_tot: -930.1279 a.u.
- E_HOMO (alpha / beta): -7.7 / -7.7 eV